(1)
The following is a DFT calculation (the ωB97M-V functional and the def2-TZVPD basis) of C15H35BBeBr3CaFLiMgO12P as an isolated structure in a non-equilibrium geometry.

As for the electronic energy: -10583.00870 a.u. For the HOMO energy, the calculation gives -5.9 eV.

CARTESIAN COORDINATES (ANGSTROEM)
C 0.634 -2.780 2.117
C 0.913 -1.717 1.076
C 2.378 -1.305 0.909
Br 3.341 -2.895 0.339
C 3.125 -0.546 1.998
C 2.243 0.260 2.909
C 1.676 1.610 2.341
C 1.853 1.790 0.866
Br -0.208 1.631 2.804
O 3.702 -1.562 2.873
B 4.973 -1.344 3.272
O 5.892 -0.628 2.592
O 5.369 -1.928 4.442
H 1.457 -3.485 2.207
H -0.239 -3.311 1.741
H 0.367 -2.361 3.076
H 0.318 -0.839 1.240
H 0.591 -2.103 0.124
H 2.384 -0.674 0.042
H 2.848 0.519 3.758
H 1.417 -0.310 3.339
H 2.132 2.437 2.842
H 2.851 1.534 0.546
H 1.634 2.805 0.562
H 1.134 1.198 0.338
H 6.634 -0.480 3.175
H 4.658 -2.461 4.784
Li 3.273 3.850 0.153
C -4.910 -3.023 -2.085
O -5.057 -2.543 -0.739
C -4.738 -3.581 0.226
C -3.899 -2.977 1.329
O -2.611 -2.608 0.957
C -2.195 -1.556 0.131
C -2.351 -0.236 0.777
O -3.613 0.396 0.853
C -3.800 0.897 2.163
H -5.794 -3.608 -2.381
H -4.817 -2.124 -2.738
H -4.015 -3.610 -2.246
H -4.256 -4.409 -0.260
H -5.674 -3.944 0.659
H -3.742 -3.744 2.147
H -4.455 -2.146 1.792
H -2.588 -1.607 -0.887
H -1.116 -1.715 0.049
H -1.747 0.491 0.217
H -1.924 -0.352 1.782
H -3.568 0.137 2.916
H -4.834 1.208 2.287
H -3.135 1.755 2.298
Be 4.949 2.318 -1.188
C -4.169 -3.245 -5.398
O -3.409 -2.955 -4.337
H -3.641 -3.707 -6.266
H -5.007 -3.991 -5.188
H -4.735 -2.396 -5.820
O 2.458 7.246 -2.915
P 3.207 7.351 -1.597
O 4.181 8.518 -1.650
O 3.909 6.043 -1.282
O 2.188 7.683 -0.514
Mg -6.475 -1.285 -2.401
Ca -0.685 -5.056 2.165
C 5.698 7.402 -4.748
O 5.531 6.787 -3.479
H 4.951 6.986 -5.417
H 5.549 8.484 -4.678
H 6.695 7.203 -5.159
H 6.183 7.158 -2.881
Br -2.969 -5.446 1.467
F -6.916 -3.099 -4.431

Cartesian forces, eV/Å:
C -0.30 0.10 -0.10
C 0.76 -0.46 -0.21
C -0.14 0.56 0.61
Br 0.23 -0.24 -0.29
C 0.37 -0.28 -0.55
C -0.05 0.40 -0.67
C 0.58 -1.37 0.34
C -0.32 0.30 -0.20
Br -0.36 0.67 0.09
O -0.40 0.11 0.32
B -0.45 -0.32 -0.16
O 0.34 0.74 -0.40
O 0.66 -0.36 0.68
H 0.45 -0.05 0.09
H -0.17 1.60 -0.46
H 0.04 0.09 0.50
H -0.28 0.54 0.46
H 0.09 -0.20 -0.50
H -0.07 0.16 -0.73
H 0.35 0.14 0.48
H -0.53 -0.24 0.16
H 0.07 0.45 0.58
H 0.51 -0.48 0.14
H -0.51 0.67 -0.04
H -0.24 -0.39 -0.59
H 0.50 -0.01 0.01
H -0.31 -0.17 0.30
Li 0.22 0.79 -0.51
C -0.27 -0.39 0.19
O 0.07 -0.19 -0.22
C -0.95 1.21 0.16
C -1.27 1.08 1.22
O 1.16 -1.38 0.65
C -0.49 0.02 -0.85
C 0.80 1.53 -0.14
O -0.71 -1.18 0.29
C -0.06 0.37 -0.10
H 0.22 0.02 -0.30
H 0.81 -0.38 -0.38
H 0.16 0.14 0.01
H 0.15 0.02 -0.49
H -0.02 -0.10 0.04
H -0.99 2.11 -0.94
H 0.11 0.15 -0.37
H -0.32 -0.07 0.05
H -0.55 0.17 -0.18
H 0.51 -0.26 0.15
H -0.02 0.19 -0.13
H -0.04 0.01 0.04
H -0.02 0.06 -0.13
H -0.11 0.06 0.29
Be 0.11 -0.04 -0.03
C -0.62 0.22 -0.81
O -0.32 0.02 0.38
H 0.17 -0.17 0.37
H 0.22 0.21 0.20
H 0.10 0.06 0.13
O 0.54 -0.14 -1.02
P -1.33 -0.03 -0.26
O 0.31 0.13 -0.01
O -0.04 -0.80 0.72
O 0.19 -0.04 1.30
Mg -0.48 -1.39 -1.24
Ca 1.08 -1.16 0.62
C 0.13 0.07 0.27
O 0.23 -0.25 -0.44
H -0.06 -0.02 0.03
H -0.04 -0.01 -0.08
H -0.04 0.03 -0.08
H -0.06 0.11 0.13
Br 0.38 -4.14 -0.10
F 0.32 1.40 1.74

These are the Löwdin partial charges, in e, on atoms 1 to 2: number 1, C, carries -0.17; number 2, C, carries -0.30



(2)
The following is a DFT calculation (the ωB97M-V functional and the def2-TZVPD basis) of a 4-piece molecular cluster, C15H35BClN3O7PS2 overall in a non-equilibrium geometry.

As for the electronic energy: -2906.22480 a.u. The total charge is -1. For the HOMO energy, the calculation gives -3.8 eV.

CARTESIAN COORDINATES (ANGSTROEM)
O 3.784 -3.051 2.623
S 4.268 -2.269 1.349
O 5.537 -1.464 1.719
Cl 4.750 -3.770 -0.082
C 2.911 -1.234 0.577
C 2.492 0.107 1.440
C 1.322 0.875 0.586
C -0.098 1.080 1.377
B -0.723 -0.279 2.060
O -0.436 -1.608 1.487
C -1.465 -2.455 2.174
C -2.824 -1.554 1.849
P -3.414 -1.683 0.022
S -4.078 -3.495 -0.432
O -2.212 -0.193 1.979
H 1.943 -1.860 0.289
H 3.346 -0.832 -0.459
H 2.239 -0.095 2.564
H 3.459 0.808 1.447
H 1.174 0.337 -0.461
H 1.734 1.970 0.350
H -0.031 1.985 2.141
H -0.888 1.430 0.553
H -0.399 -0.154 3.201
H -1.608 -3.564 1.773
H -1.211 -2.443 3.337
H -3.764 -1.693 2.533
H -4.453 -0.737 -0.327
H -2.264 -1.439 -0.811
C -0.134 -2.048 -4.351
C -1.022 -1.358 -3.353
O -0.860 -1.479 -2.141
N -2.035 -0.577 -3.828
C -2.387 -0.310 -5.202
H 0.624 -2.632 -3.822
H -0.724 -2.729 -4.970
H 0.373 -1.308 -4.975
H -2.588 -0.147 -3.096
H -2.329 0.769 -5.363
H -3.418 -0.640 -5.358
H -1.731 -0.820 -5.908
C -1.105 2.548 6.532
C -1.176 1.228 5.815
O -0.710 1.070 4.690
N -1.783 0.184 6.452
C -2.387 0.167 7.763
H -0.595 3.280 5.900
H -2.113 2.915 6.742
H -0.538 2.439 7.461
H -1.791 -0.669 5.906
H -1.873 -0.589 8.362
H -3.435 -0.117 7.648
H -2.323 1.133 8.264
C 1.939 1.771 -3.904
C 2.285 1.160 -5.234
O 2.389 -0.055 -5.387
N 2.485 1.998 -6.292
C 2.410 3.439 -6.316
H 1.810 0.979 -3.161
H 2.748 2.427 -3.572
H 1.002 2.329 -3.981
H 2.714 1.512 -7.151
H 1.649 3.726 -7.046
H 3.380 3.823 -6.641
H 2.158 3.860 -5.343

Cartesian forces, eV/Å:
O 1.10 2.63 -5.28
S 1.76 -0.23 6.94
O -4.16 -2.27 -2.46
Cl -0.29 0.97 0.45
C -1.17 1.32 -1.78
C 1.36 0.42 -0.06
C 0.02 1.08 -0.07
C 0.11 1.07 -2.11
B 0.16 0.74 0.43
O -1.41 -2.41 0.79
C -0.19 0.55 -0.86
C 1.79 2.10 0.92
P 0.76 -1.20 0.50
S -0.26 -0.02 0.01
O -2.84 -1.84 -0.35
H 2.16 0.84 1.13
H -0.60 -1.05 2.28
H 0.12 0.08 -2.37
H -2.00 -1.62 0.03
H 0.15 0.96 2.23
H -0.62 -2.34 0.28
H 0.07 -1.99 -1.47
H 1.63 -0.47 1.38
H 0.36 -1.20 0.10
H 0.78 2.41 0.60
H -0.87 0.00 -2.31
H 1.79 0.15 -1.08
H 0.90 -0.03 0.59
H -0.75 0.52 0.75
C 0.12 -0.09 -0.03
C -0.02 -0.10 0.86
O 0.25 0.11 -0.88
N 0.38 -0.19 0.25
C -0.30 0.18 0.36
H -0.24 0.22 -0.01
H 0.07 0.09 -0.08
H -0.01 -0.18 -0.06
H 0.11 -0.11 -0.19
H -0.04 -0.04 -0.33
H 0.05 0.05 -0.32
H -0.05 0.05 0.22
C 0.05 0.29 0.08
C 0.56 -0.34 -1.52
O -0.52 0.99 2.03
N 0.14 0.23 -0.08
C 0.02 -0.44 -0.34
H -0.11 -0.31 0.03
H 0.10 0.03 0.18
H -0.17 0.11 0.06
H 0.01 0.23 0.05
H -0.17 0.11 0.29
H -0.06 0.07 0.34
H 0.04 -0.12 -0.16
C -0.04 -0.13 0.18
C 0.13 -0.74 -0.26
O -0.07 0.58 0.02
N -0.07 -0.43 0.34
C 0.12 -0.16 -0.44
H 0.03 0.11 -0.25
H -0.19 0.09 0.02
H 0.14 0.10 0.11
H -0.05 0.14 0.23
H 0.04 0.31 0.12
H -0.12 0.30 0.09
H 0.04 -0.18 -0.14

These are the Löwdin partial charges, in e, on atoms 1 to 2: number 1, O, carries -0.44; number 2, S, carries 0.49



(3)
The following is a DFT calculation (the ωB97M-V functional and the def2-TZVPD basis) of C15H35Cs3N5O9S as an isolated structure in a non-equilibrium geometry.

As for the electronic energy: -2002.06639 a.u. The total charge is +1. For the HOMO energy, the calculation gives -10.8 eV. Its energy relative to the best compared isomer or geometry (same formula, charge and spin) is 0.00 kJ/mol.

CARTESIAN COORDINATES (ANGSTROEM)
Cs -1.652 3.643 -4.010
Cs 0.149 -0.431 -4.810
Cs -4.027 -0.029 -3.047
S -0.808 0.431 -1.463
O -1.343 1.486 -2.394
O -0.784 0.970 -0.116
O -1.685 -0.757 -1.675
O 0.552 0.071 -1.932
C 3.898 -1.723 3.358
C 3.589 -0.344 2.848
O 4.400 0.554 2.853
N 2.341 -0.179 2.353
C 1.915 1.069 1.694
H 3.384 -1.929 4.303
H 4.956 -1.801 3.580
H 3.577 -2.483 2.642
H 1.771 -0.981 2.147
H 2.745 1.765 1.642
H 1.099 1.524 2.259
H 1.570 0.845 0.685
C 0.312 -2.967 0.659
C -0.499 -4.000 -0.086
O -0.323 -5.186 0.094
N -1.446 -3.496 -0.939
C -2.312 -4.351 -1.673
H 0.234 -1.943 0.283
H 1.369 -3.223 0.505
H 0.089 -3.088 1.716
H -1.366 -2.544 -1.265
H -2.569 -5.220 -1.075
H -1.905 -4.706 -2.627
H -3.214 -3.774 -1.904
C 4.222 -0.029 -4.439
C 4.508 -0.322 -2.985
O 5.644 -0.504 -2.610
N 3.437 -0.454 -2.173
C 3.617 -0.867 -0.784
H 4.599 0.954 -4.711
H 3.163 -0.158 -4.661
H 4.783 -0.765 -5.012
H 2.506 -0.155 -2.434
H 2.644 -1.087 -0.354
H 4.087 -0.090 -0.178
H 4.243 -1.758 -0.743
C -3.312 -1.480 1.668
C -4.237 -0.312 1.399
O -5.263 -0.140 2.007
N -3.797 0.593 0.471
C -4.333 1.912 0.277
H -2.608 -1.697 0.862
H -3.896 -2.376 1.869
H -2.738 -1.261 2.570
H -2.966 0.343 -0.038
H -3.781 2.449 -0.495
H -4.322 2.486 1.205
H -5.388 1.934 -0.034
C -0.569 4.875 -0.194
C -1.293 4.491 1.085
O -2.066 5.277 1.618
N -1.101 3.215 1.512
C -1.848 2.678 2.633
H 0.295 4.225 -0.378
H -0.140 5.870 -0.062
H -1.223 4.884 -1.057
H -0.739 2.560 0.827
H -1.791 1.588 2.578
H -2.905 2.940 2.559
H -1.449 2.978 3.597

Cartesian forces, eV/Å:
Cs 0.13 0.47 0.27
Cs 0.25 -0.23 0.49
Cs -0.24 -0.12 0.49
S 1.70 0.08 -0.44
O -0.66 0.39 -1.00
O -0.51 -0.82 -0.24
O -0.36 0.19 0.30
O -0.36 0.03 -0.23
C -0.12 -0.31 0.46
C 0.18 -0.27 -0.12
O 0.41 0.45 0.18
N -0.80 0.74 -0.74
C 0.01 -0.58 0.30
H -0.14 0.14 -0.16
H 0.11 -0.02 -0.27
H 0.15 -0.05 0.02
H 0.08 -0.15 0.27
H 0.14 -0.07 0.13
H 0.03 0.06 -0.08
H -0.04 0.07 0.03
C 0.89 -0.11 -0.47
C -0.05 0.39 -0.35
O -0.27 -0.13 0.01
N 0.80 0.05 0.32
C -0.56 -0.20 -0.55
H -0.52 -0.01 0.25
H -0.19 -0.18 0.22
H -0.02 0.31 0.08
H 0.04 0.11 0.43
H -0.09 -0.06 0.01
H 0.15 -0.06 0.10
H -0.14 -0.24 0.05
C 0.11 -0.21 0.00
C -0.14 -0.14 -0.01
O 0.37 -0.02 0.15
N -0.31 -0.15 0.44
C 0.11 0.16 -0.04
H -0.17 0.10 -0.03
H -0.10 0.26 -0.18
H -0.01 0.02 -0.09
H 0.26 -0.01 0.09
H -0.10 -0.02 -0.09
H 0.05 -0.02 -0.08
H 0.01 0.05 -0.02
C 0.07 -0.19 -0.19
C 0.36 0.14 0.00
O -0.64 0.14 0.35
N 0.34 -0.57 -0.93
C -0.92 0.36 0.21
H -0.06 0.15 0.00
H -0.10 0.07 0.02
H -0.02 0.08 -0.01
H 0.29 0.18 0.40
H 0.35 -0.07 0.17
H 0.16 0.08 -0.13
H 0.09 -0.37 0.05
C 1.30 -0.05 0.45
C -1.06 -0.13 -0.05
O 0.48 -0.23 -0.01
N 0.08 0.56 -0.21
C -0.16 -0.58 -0.33
H -0.27 -0.13 -0.12
H -0.31 0.06 -0.04
H -0.37 0.01 -0.07
H 0.06 0.04 0.32
H 0.09 0.10 -0.02
H 0.15 0.23 0.24
H 0.01 0.26 0.01

These are the Löwdin partial charges, in e, on atoms 1 to 2: number 1, Cs, carries 1.06; number 2, Cs, carries 1.04



Values for frontier orbital gap, Ha, ordered as above
0.0862; 0.2100; 0.2229
Values for lowest unoccupied orbital energy, eV, ordered as above
-3.57; 1.94; -4.75